{
  "formula": "C6H10O3Zn",
  "method": "ωB97M-V/def2-TZVPD",
  "symbols": ["O", "Zn", "O", "C", "O", "C", "H", "H", "C", "C", "H", "H", "H", "C", "C", "H", "H", "H", "H", "H"],
  "xyz": [[1.5752, -0.8856, 0.5759], [3.7233, 0.5670, 0.3589], [2.1429, 0.8498, -0.6625], [1.3911, -0.0850, -0.3961], [0.0917, -0.1667, -0.7891], [-0.6557, 1.0712, -1.0377], [-1.5100, 0.7250, -1.6278], [0.0031, 1.7112, -1.6314], [-1.0735, 1.7177, 0.2410], [-0.7622, 2.9758, 0.5498], [-1.7418, 1.1397, 0.8853], [-1.1784, 3.4572, 1.4359], [-0.0888, 3.5658, -0.0761], [-0.1422, -1.5256, 0.6365], [-0.1585, -2.8415, -0.0973], [0.0279, -1.6480, 1.7087], [-1.1357, -1.0706, 0.7150], [0.8369, -3.0969, -0.4813], [-0.4684, -3.6146, 0.6182], [-0.8769, -2.8460, -0.9259]],
  "forces_ev_per_angstrom": [[-0.8694, -0.4600, -1.2837], [1.1359, 0.0277, 0.6229], [0.2615, 0.6580, -1.7749], [-2.8574, 0.6222, 2.1530], [1.9070, 0.7607, -1.4703], [0.1342, 0.2538, -0.3894], [0.2183, 0.1829, 0.0542], [-0.2834, -0.0034, -0.0098], [-0.1598, 0.2256, 0.1883], [0.0550, -0.2325, 0.0173], [0.1309, 0.2392, -0.1687], [0.2074, -0.1516, -0.2382], [-0.2719, -0.1174, 0.1094], [-1.2168, -2.9785, 3.6543], [0.1227, 0.3534, -0.4837], [0.7774, -0.2970, -0.1853], [0.5356, 0.7366, -1.0156], [-0.2940, -0.0902, 0.1736], [0.1688, 0.1761, -0.0899], [0.2980, 0.0943, 0.1365]],
  "lowdin_charge": [0.016, 0.947, -0.077, -0.666, -0.051, -0.096, 0.147, 0.136, -0.147, 0.062, 0.110, 0.078, 0.081, -0.024, -0.046, 0.119, 0.116, 0.099, 0.106, 0.093],
  "total_charge": 1,
  "spin_multiplicity": 2,
  "total_energy_ha": -2239.2650,
  "e_homo_ev": [-12.758, -14.015],
  "s_squared": 0.75
}